<A>
DFT (the ωB97M-V functional and the def2-TZVPD basis) results for 2 unconnected molecules or ions with the total composition C6H12N2.

Cartesian coordinates (Å):
C: -1.407 2.191 0.420
C: -2.623 2.099 1.366
H: -1.482 2.971 -0.337
H: -0.476 2.260 0.976
H: -1.319 1.259 -0.136
H: -2.828 1.039 1.534
H: -3.514 2.532 0.913
H: -2.410 2.529 2.344
C: 1.675 -2.014 1.179
C: 0.747 -0.078 -1.640
C: 1.343 -1.507 -0.183
C: 1.616 -2.053 -1.398
N: 0.798 -0.246 -0.343
N: 1.263 -1.117 -2.339
H: 0.313 0.779 -2.129
H: 0.845 -1.294 -3.265
H: 2.185 -2.947 -1.586
H: 2.212 -1.251 1.742
H: 2.293 -2.912 1.139
H: 0.769 -2.240 1.744

Values from the calculation:
lowest unoccupied orbital energy (alpha / beta): 3.67 / 3.55 eV
charge: -1
HOMO level (alpha / beta): 1.17 / -4.94 eV
2S+1: 2
orbital gap (alpha / beta): 2.50 / 8.49 eV
expectation value of S²: 0.750

---

<B>
DFT (the ωB97M-V functional and the def2-TZVPD basis) results for 2 unconnected molecules or ions with the total composition C6H12N2.

Cartesian coordinates (Å):
C: 0.193 0.348 -2.208
C: -0.925 -2.821 -1.134
C: 0.111 -1.028 -1.622
C: 0.732 -1.503 -0.482
N: -0.886 -1.870 -2.042
N: 0.000 -2.627 -0.175
H: -1.542 -3.697 -1.054
H: 0.094 -3.196 0.670
H: 1.686 -1.246 -0.064
H: 0.413 0.406 -3.286
H: 0.815 1.009 -1.617
H: -0.861 0.646 -2.301
C: 0.250 1.482 2.486
C: -0.184 2.384 1.360
H: -0.094 0.466 2.509
H: 1.341 1.545 2.585
H: -0.049 1.964 3.435
H: -0.093 3.463 1.407
H: 0.245 2.079 0.394
H: -1.246 2.199 1.141

Values from the calculation:
lowest unoccupied orbital energy (alpha / beta): 3.73 / 3.63 eV
charge: -1
HOMO level (alpha / beta): 1.15 / -4.80 eV
2S+1: 2
orbital gap (alpha / beta): 2.57 / 8.43 eV
expectation value of S²: 0.750

---

What should be chosen as the least stable of them? Choose <B>.

---

<A>
DFT (the ωB97M-V functional and the def2-TZVPD basis) results for a gas-phase ion, C6H13N4 (charge +1).

Cartesian coordinates (Å):
C: 2.532 -0.191 0.328
C: 1.093 0.176 0.202
N: 0.474 0.166 -1.065
C: -0.183 -1.284 -1.035
N: -1.008 -1.418 0.040
C: -0.383 -1.022 1.300
N: 0.153 0.415 1.164
C: -0.962 1.324 0.855
N: -1.685 1.373 -0.435
C: -0.598 1.110 -1.457
H: 2.665 -1.072 1.027
H: 3.022 0.582 1.020
H: 2.877 -0.329 -0.712
H: 0.457 -2.093 -1.074
H: -0.781 -1.191 -1.946
H: -1.915 -1.030 -0.032
H: -1.018 -1.053 2.313
H: 0.511 -1.549 1.425
H: -1.515 1.319 1.720
H: -0.340 2.289 0.894
H: -2.492 0.695 -0.537
H: -0.153 2.054 -1.501
H: -0.754 0.729 -2.495

Values from the calculation:
lowest unoccupied orbital energy: -5.19 eV
charge: +1
HOMO level: -13.76 eV
orbital gap: 8.57 eV
SMILES string: CC1=[N+]2CNCN1CNC2

---

<B>
DFT (the ωB97M-V functional and the def2-TZVPD basis) results for a gas-phase ion, C6H13N4 (charge +1).

Cartesian coordinates (Å):
C: -1.668 -2.417 0.977
C: -0.565 -2.100 1.591
N: 0.398 -1.176 1.300
C: 0.401 -0.520 0.051
C: 0.287 -1.394 -1.163
C: 1.681 0.410 -0.058
N: -0.760 0.558 0.003
C: -0.628 1.725 -0.498
N: -0.408 2.793 -0.936
N: -0.173 4.090 -1.022
H: -2.133 -3.261 1.434
H: -1.980 -1.760 0.227
H: -0.314 -2.553 2.543
H: 0.887 -0.830 2.128
H: 1.365 -1.894 -1.186
H: 0.081 -0.815 -2.160
H: -0.351 -2.132 -0.995
H: 2.249 0.406 -0.986
H: 2.507 0.090 0.590
H: 1.539 1.438 0.273
H: -1.539 0.134 0.465
H: -0.785 4.764 -0.606
H: -0.092 4.445 -1.971

Values from the calculation:
lowest unoccupied orbital energy: -3.40 eV
charge: +1
HOMO level: -12.18 eV
orbital gap: 8.78 eV
SMILES string: C=CNC(C)(C)[NH+]=C=NN

---

What should be chosen as the least stable of them? Choose <B>.

---

<A>
DFT (the ωB97M-V functional and the def2-TZVPD basis) results for 2 unconnected molecules or ions with the total composition C6H13O2.

Cartesian coordinates (Å):
C: 0.699 0.930 1.143
C: 1.226 1.484 2.442
C: 0.430 1.994 0.025
H: 1.351 0.198 0.668
H: -0.307 0.544 1.316
H: 1.842 0.720 2.948
H: 0.919 2.958 0.240
H: 0.510 1.889 3.151
H: 2.089 2.177 2.401
H: 0.932 1.606 -0.869
H: -0.591 2.284 -0.185
C: -0.753 -1.376 -0.666
C: -1.808 -2.324 -1.283
C: 0.170 -1.053 -1.925
O: -0.452 -0.422 -2.817
O: 1.347 -1.446 -1.892
H: -1.199 -0.462 -0.298
H: -0.176 -1.980 0.025
H: -1.296 -3.099 -1.876
H: -2.453 -1.783 -1.959
H: -2.480 -2.838 -0.589

Values from the calculation:
lowest unoccupied orbital energy: 3.56 eV
charge: -1
HOMO level: -3.85 eV
orbital gap: 7.41 eV

---

<B>
DFT (the ωB97M-V functional and the def2-TZVPD basis) results for 2 unconnected molecules or ions with the total composition C6H13O2.

Cartesian coordinates (Å):
C: 1.297 -0.357 1.425
C: 1.602 -1.655 0.728
C: 2.224 -0.182 2.686
O: 2.080 -1.015 3.602
O: 3.055 0.749 2.573
H: 1.461 0.538 0.816
H: 0.245 -0.198 1.697
H: 1.078 -2.452 1.246
H: 2.658 -1.881 0.590
H: 1.232 -1.727 -0.298
C: -1.556 0.766 -0.773
C: -2.347 1.738 -1.640
C: -0.806 -0.291 -1.580
H: -0.805 1.347 -0.240
H: -2.219 0.258 -0.079
H: -2.744 2.561 -1.043
H: 0.030 0.197 -2.087
H: -0.241 -0.885 -0.862
H: -1.412 -1.011 -2.122
H: -1.705 2.222 -2.387
H: -3.128 1.279 -2.251

Values from the calculation:
lowest unoccupied orbital energy: 3.29 eV
charge: -1
HOMO level: -3.80 eV
orbital gap: 7.09 eV

---

What should be chosen as the least stable of them? Choose <A>.

---

<A>
DFT (the ωB97M-V functional and the def2-TZVPD basis) results for 2 unconnected molecules or ions with the total composition C3H6ClNS.

Cartesian coordinates (Å):
C: 0.935 0.445 -0.339
C: -1.255 -0.298 0.463
C: 0.182 -0.229 0.599
N: -1.430 -1.691 -1.816
S: -2.244 -0.753 -0.805
Cl: 2.956 1.341 -2.411
H: 1.941 0.541 -0.082
H: 0.416 0.699 -1.272
H: 1.887 0.605 -2.523
H: -2.052 -0.003 1.219
H: 0.524 -0.419 1.651
H: -2.181 -2.148 -2.343

Values from the calculation:
lowest unoccupied orbital energy (alpha / beta): -0.55 / -0.56 eV
charge: 0
HOMO level (alpha / beta): -8.13 / -8.16 eV
orbital gap (alpha / beta): 7.58 / 7.60 eV

---

<B>
DFT (the ωB97M-V functional and the def2-TZVPD basis) results for 2 unconnected molecules or ions with the total composition C3H6ClNS.

Cartesian coordinates (Å):
C: -0.855 -0.315 2.046
C: 1.569 0.228 -0.349
C: -0.357 -0.436 -1.484
N: 0.564 0.406 -1.340
S: -1.821 0.988 1.548
Cl: -1.442 -0.217 -2.743
H: 0.175 0.023 2.078
H: 1.902 1.223 0.052
H: 1.214 -0.456 0.520
H: 2.391 -0.438 -0.804
H: -0.363 -1.373 -1.040
H: -2.976 0.369 1.515

Values from the calculation:
lowest unoccupied orbital energy: -0.45 eV
charge: 0
HOMO level: -9.11 eV
orbital gap: 8.65 eV

---

What should be chosen as the least stable of them? Choose <B>.

---

<A>
DFT (the ωB97M-V functional and the def2-TZVPD basis) results for 2 unconnected molecules or ions with the total composition H3S2.

Cartesian coordinates (Å):
S: 0.216 1.735 0.115
H: -0.975 2.128 0.604
S: -0.223 -1.712 -0.182
H: 1.003 -2.207 0.047
H: 0.133 -0.334 -0.169

Values from the calculation:
lowest unoccupied orbital energy: 3.79 eV
charge: -1
HOMO level: -3.00 eV
orbital gap: 6.80 eV

---

<B>
DFT (the ωB97M-V functional and the def2-TZVPD basis) results for 2 unconnected molecules or ions with the total composition H3S2.

Cartesian coordinates (Å):
S: -1.464 -0.965 0.122
H: -1.256 -1.543 -1.067
S: 1.615 0.706 0.370
H: 1.364 2.022 0.447
H: -0.259 -0.220 0.129

Values from the calculation:
lowest unoccupied orbital energy: 3.80 eV
charge: -1
HOMO level: -3.04 eV
orbital gap: 6.83 eV

---

What should be chosen as the least stable of them? Choose <A>.

---

<A>
DFT (the ωB97M-V functional and the def2-TZVPD basis) results for a single C2H5N molecule.

Cartesian coordinates (Å):
H: -2.347 0.598 0.005
N: -1.861 -0.189 -0.221
C: -0.218 0.492 0.048
C: 0.881 -0.432 -0.149
H: -0.144 1.526 0.527
H: 0.842 -1.115 0.799
H: 1.881 0.255 -0.005
H: 0.967 -1.135 -1.005

Values from the calculation:
lowest unoccupied orbital energy (alpha / beta): 0.00 / 0.20 eV
charge: 0
HOMO level (alpha / beta): -8.75 / -10.26 eV
orbital gap (alpha / beta): 8.75 / 10.46 eV
SMILES string: [H]/N=C/C

---

<B>
DFT (the ωB97M-V functional and the def2-TZVPD basis) results for a single C2H5N molecule.

Cartesian coordinates (Å):
C: -0.371 -0.675 0.070
C: -0.156 0.805 0.123
N: 0.610 -0.091 -0.750
H: -1.128 -1.387 -0.415
H: 0.138 -1.232 0.917
H: 0.283 1.362 0.855
H: -0.909 1.447 -0.381
H: 1.534 -0.229 -0.420

Values from the calculation:
lowest unoccupied orbital energy: 1.31 eV
charge: 0
HOMO level: -9.42 eV
orbital gap: 10.73 eV
SMILES string: C1CN1

---

<C>
DFT (the ωB97M-V functional and the def2-TZVPD basis) results for a single C2H5N molecule.

Cartesian coordinates (Å):
C: -0.790 -0.264 0.086
C: 0.254 0.634 -0.468
N: 0.687 -0.537 0.290
H: -1.583 0.070 0.882
H: -1.466 -0.758 -0.709
H: 0.135 1.455 0.241
H: 0.560 0.912 -1.555
H: 0.766 -0.139 1.406

Values from the calculation:
lowest unoccupied orbital energy: 1.08 eV
charge: 0
HOMO level: -9.95 eV
orbital gap: 11.03 eV
SMILES string: C1CN1

---

<D>
DFT (the ωB97M-V functional and the def2-TZVPD basis) results for a single C2H5N molecule.

Cartesian coordinates (Å):
C: -0.449 -0.089 -0.721
C: -0.059 0.481 0.647
N: 1.029 0.010 -0.272
H: -0.970 -1.033 -0.664
H: -0.338 0.650 -1.646
H: -0.432 -0.500 1.168
H: 0.048 1.458 1.259
H: 1.171 -0.977 0.228

Values from the calculation:
lowest unoccupied orbital energy: 1.07 eV
charge: 0
HOMO level: -10.41 eV
orbital gap: 11.49 eV
SMILES string: C1CN1

---

What should be chosen as the least stable of them? Choose <A>.

---

<A>
DFT (the ωB97M-V functional and the def2-TZVPD basis) results for a single C4H7FOS molecule.

Cartesian coordinates (Å):
C: 2.127 -0.992 -0.263
C: 1.772 0.273 -0.111
F: 2.760 1.217 -0.047
C: 0.453 0.936 0.025
O: -0.619 0.319 -0.681
C: -1.631 -0.399 -0.097
S: -3.317 0.431 -0.112
H: 3.136 -1.363 -0.420
H: 1.348 -1.736 -0.250
H: 0.265 1.105 1.014
H: 0.542 1.859 -0.510
H: -1.913 -1.385 -0.499
H: -1.455 -0.778 0.831
H: -3.469 0.513 1.120

Values from the calculation:
lowest unoccupied orbital energy: 0.75 eV
charge: 0
HOMO level: -9.44 eV
orbital gap: 10.19 eV
SMILES string: C=C(F)COCS

---

<B>
DFT (the ωB97M-V functional and the def2-TZVPD basis) results for a single C4H7FOS molecule.

Cartesian coordinates (Å):
C: -0.307 1.714 0.464
C: -0.100 0.386 0.545
C: 0.820 -0.184 1.607
C: -0.897 -0.690 -0.750
O: -0.483 -1.359 -3.210
F: 1.581 -1.216 -1.583
S: 0.164 -0.494 -2.187
H: -0.946 2.095 -0.238
H: 0.105 2.510 1.169
H: 1.330 0.584 1.979
H: 1.329 -0.887 0.991
H: 0.336 -0.855 2.349
H: -1.804 0.022 -0.863
H: -1.128 -1.626 -0.275

Values from the calculation:
lowest unoccupied orbital energy: 0.78 eV
charge: 0
HOMO level: -10.02 eV
orbital gap: 10.81 eV

---

What should be chosen as the least stable of them? Choose <B>.